No. 1
This record from the OMol25 dataset describes 8 unconnected molecules or ions with the total composition C36H57O19P. The level of theory is ωB97M-V/def2-TZVPD.

Computed properties:
F_max (eV Å⁻¹): 4.6
Spin multiplicity: 1
Energy above the lowest of the compared OMol25 structures with the same formula, charge and spin (kJ/mol): 0.00
Structure (SMILES): CCOCCO[C@@H]1C[C@H]([PH2]=O)C(=O)O1.O=C1CCCO1.O=C1CCCO1.O=C1CCCO1.O=C1CCCO1.O=C1CCCO1.O=C1CCCO1.O=C1CCCO1
Gap between HOMO and LUMO (Eh): 0.3547
Calculated total energy (hartree): -3176.90253

Geometry as XYZ:
```
113
Properties=species:S:1:pos:R:3:forces:R:3:lowdin_charge:R:1
C 7.5504 -0.6054 1.8071 0.1387 -0.0598 0.2499 -0.155
C 0.7269 5.9982 4.7490 0.4813 0.0418 -0.1802 -0.463
C 1.5972 2.5982 -0.0648 -0.0598 0.8343 0.5886 -0.259
H 6.8874 1.2977 0.9703 0.0106 -0.0291 -0.0554 0.133
C 1.4836 5.9499 6.0572 -0.3935 -0.1558 0.3857 -0.071
O -6.3921 -5.8969 -1.6613 -0.3062 0.2054 0.2176 0.108
C -2.5136 2.7817 -4.8057 -0.1823 -0.2328 0.5582 -0.463
H -2.1560 7.0476 -0.9186 0.0172 -0.4770 0.4679 0.121
O -2.4093 -3.9747 3.5676 -0.2612 0.2687 0.0027 0.110
H 7.4726 -0.7414 -3.6638 -0.0690 0.0196 0.0057 0.096
H -2.0337 2.8580 -7.9145 -0.0705 0.1907 0.0975 0.122
O 4.3514 0.4518 -1.7143 0.0786 0.4089 -0.0907 0.061
C 1.8143 1.8311 1.2738 -3.4201 1.4557 -2.6531 -0.505
O -2.5813 3.4317 -6.0015 0.0871 -0.0049 0.1099 0.027
C -5.3037 -10.0144 -1.8896 -0.2922 -0.1483 -0.1551 -0.148
O -2.5616 3.3333 -3.7482 -0.1114 0.1968 -0.5335 0.113
H -0.3324 8.1283 6.3131 0.0112 -0.0278 -0.0434 0.129
C -2.7974 4.8612 1.4582 -0.1538 0.0741 0.9594 -0.175
H 2.4685 1.7129 -2.4226 -0.1025 -0.3434 0.6776 0.013
O -2.8829 6.0487 0.6908 0.3781 -0.5767 0.0350 -0.146
O 8.4110 -1.3153 -1.5309 -0.3690 0.0550 -0.0446 0.114
H -0.9053 1.2616 -6.5598 -0.0451 0.0145 -0.0157 0.118
H 1.9474 4.9773 6.2033 0.2040 0.1132 -0.2249 0.128
C -2.0530 6.0373 -0.4647 -0.2366 0.4527 -1.2365 -0.260
H -0.7347 5.4767 2.1653 -0.4016 -0.3292 0.0072 0.117
C -5.5818 -4.2654 1.2523 0.1196 0.1019 0.2854 -0.157
C 5.0805 0.3710 -2.6641 -0.3745 -0.3543 0.1360 -0.501
P 1.3136 1.5784 -1.6090 -0.6139 1.0364 -0.6708 0.771
H 2.4217 3.3353 -0.1362 0.0167 -0.8913 -0.5663 0.133
H -3.3976 0.8429 -4.8634 0.0272 0.0248 0.1062 0.133
C -4.5388 -5.9072 -0.0968 -0.4096 0.2744 0.6612 -0.077
C 7.9843 -0.8827 -0.4955 0.4146 0.0895 -0.1257 -0.470
C -1.9944 1.2118 -6.4899 0.0505 -0.3341 -0.0539 -0.162
H -1.7139 5.1026 -2.3713 -0.4431 -0.0574 0.4133 0.078
H -6.0665 -9.7323 -2.6131 0.0005 0.2126 0.1585 0.130
C -3.3689 -9.0449 -1.1485 0.3709 -0.0829 0.3080 -0.467
C 6.4561 1.0141 -4.3699 0.2037 -0.0119 -0.2998 -0.150
C 5.3365 -0.8705 -3.4862 0.5677 0.0255 -0.1193 -0.069
O 1.1168 5.5963 3.6882 -0.2513 0.2002 0.1107 0.111
H -5.7765 -10.5690 -1.0751 0.0326 0.0272 0.0071 0.129
H -5.0700 -3.3321 1.0037 -0.0121 -0.0224 -0.0140 0.125
H 9.1347 -1.8798 1.0314 0.2226 0.1085 -0.2200 0.126
C -0.4271 -2.5786 3.5803 -0.0546 0.4980 0.2708 -0.075
C 0.3323 3.5216 0.2222 0.3845 -1.2389 0.8052 -0.071
H -2.1289 0.2396 3.3238 -0.1856 -0.1123 -0.1020 0.127
H -1.6164 6.9428 6.6174 -0.0280 0.0192 -0.2417 0.127
H 0.6912 4.5127 -0.0934 -1.0335 -0.1561 0.3244 0.117
C -1.6788 -0.6752 2.9431 0.0664 0.3606 -0.0838 -0.154
H -6.1507 -4.1201 2.1693 -0.1529 0.0667 -0.1621 0.124
H 0.9792 3.8603 2.2597 -0.8110 -0.0941 0.4255 0.144
H 5.8590 1.3156 -5.2347 -0.0263 0.0258 0.0524 0.125
H -0.9703 5.9383 -0.2300 -0.6084 -0.1614 0.1872 0.095
C 0.3826 6.2131 7.0741 0.1411 -0.0712 0.2863 -0.157
C 6.6213 0.2383 0.9547 -0.3199 0.1591 0.3307 -0.140
O -2.6330 -8.2543 -0.6268 -0.3645 -0.0816 -0.1984 0.117
O 2.7614 1.2995 1.6803 2.0740 -1.4506 1.1368 0.179
C 0.1789 3.2667 1.7735 0.7049 0.3229 -1.1036 -0.339
C -2.6052 2.4743 -7.0704 0.0191 -0.0660 -0.2398 -0.166
H -4.3559 -11.8570 -2.5959 -0.0684 0.0488 0.0337 0.116
C -1.9008 -2.8961 3.4455 0.1278 -0.4225 -0.1718 -0.480
H -2.0529 -10.3960 -2.1922 0.1255 0.0342 0.3014 0.126
C -2.4673 5.0249 -1.5615 0.8711 0.1560 0.2275 -0.094
H 5.4999 -1.7347 -2.8464 -0.2776 0.0514 0.0661 0.128
H -1.8875 4.9075 3.4407 0.4590 0.1451 -0.5551 0.118
C 6.5919 -0.4921 -4.2567 0.1875 -0.2961 -0.1771 -0.155
O 5.7666 1.4209 -3.1751 -0.1494 -0.0764 0.2274 0.030
H -3.4474 5.2381 -2.0218 0.3789 -0.1185 0.4761 0.083
H -2.3217 0.3034 -6.9953 -0.0311 0.0779 -0.0406 0.114
H 0.4645 -0.5812 3.3519 -0.0984 0.0692 -0.0318 0.108
C -4.1655 -10.7864 -2.5298 0.0986 -0.2754 -0.1604 -0.160
H -2.9051 -11.0936 -0.7801 0.1134 0.0721 0.0213 0.133
O -0.4697 6.6095 4.9234 0.1663 -0.1498 -0.0984 0.023
H -3.6664 -5.1739 1.7860 -0.0986 0.0677 0.0556 0.096
H 0.7308 6.6935 7.9876 -0.0581 0.0470 -0.0506 0.118
C -0.5886 7.0667 6.2808 -0.1571 0.1400 0.2908 -0.150
H 9.4517 -0.1262 0.8549 0.0609 -0.0847 -0.0827 0.133
H -3.9878 -10.4136 -3.5410 -0.0445 -0.0117 0.0359 0.120
H -3.7633 -5.3756 -0.6514 -0.0114 -0.1159 -0.0905 0.140
H 1.1576 0.2204 -1.2271 0.5343 0.2669 0.1860 0.031
H 0.0896 -2.9013 2.6745 -0.0238 -0.1164 0.0501 0.133
H -0.5626 -0.7944 4.7709 -0.0036 0.0178 -0.0473 0.121
O -2.5919 -1.7752 3.1180 0.0454 -0.2622 0.1175 0.026
H 6.6848 -0.9896 -5.2219 -0.0488 0.1076 -0.0213 0.118
O 6.7902 -0.2555 -0.3853 0.4114 -0.2989 -0.1049 0.015
H -2.4056 3.9739 -1.2206 -0.2497 0.5639 -0.2495 0.056
O -4.7007 -8.8304 -1.3453 0.5172 -0.1113 0.0352 0.010
H 7.4228 1.5124 -4.4192 -0.1233 0.1482 0.1488 0.126
H 2.2384 6.7382 6.0585 0.0574 -0.0819 -0.0877 0.134
H -0.0935 5.2699 7.3512 -0.0067 0.0544 -0.0042 0.121
H -5.0701 -6.2266 1.9627 0.0058 0.0488 -0.0015 0.123
C 8.6882 -0.9063 0.8427 -0.3854 -0.1508 0.3752 -0.074
H -3.6886 4.8675 2.1223 0.4131 0.0666 -0.5071 0.127
O -1.0878 3.3710 2.3493 1.1865 0.7060 -0.3841 -0.065
H -0.0018 -3.0645 4.4552 -0.0270 -0.2671 -0.1904 0.125
H 7.0526 -1.5362 2.0881 -0.0093 0.0563 -0.0020 0.120
O -6.4788 -4.5968 0.1777 -0.0945 -0.1593 -0.1500 0.021
H 7.8672 -0.1057 2.7218 -0.0575 0.0467 -0.0523 0.117
C -4.6273 -5.4381 1.3489 0.3727 -0.1098 0.0729 -0.148
H -3.6425 2.3284 -7.3835 0.0112 0.0020 0.0286 0.125
O 0.5756 1.8816 1.8708 0.4071 -0.1067 1.3585 0.039
C -2.4160 1.2908 -5.0299 0.3837 -0.1246 -0.4589 -0.073
H -1.6758 0.8469 -4.3680 -0.2121 0.1235 0.2539 0.116
H -0.6267 3.1642 -0.1939 0.7431 0.3846 -0.4872 0.107
C -2.9882 -10.4243 -1.6383 -0.2815 -0.0760 -0.5021 -0.076
C -0.4399 -1.0643 3.7192 0.4730 0.0779 0.1160 -0.159
C -5.8929 -5.5103 -0.6411 0.3409 -0.1095 -0.4711 -0.477
H -4.3896 -6.9721 -0.1653 0.0525 0.1397 -0.2793 0.075
H 4.4847 -1.0379 -4.1492 -0.0670 -0.0359 0.1165 0.131
H -2.8604 3.9205 0.8780 0.1521 0.5689 -0.0286 0.117
H 5.5795 0.1334 1.2523 -0.0340 0.0619 -0.2818 0.125
O 0.1195 2.0625 -2.3669 0.3056 -0.2900 0.3838 -0.451
C -1.5421 4.7652 2.3985 -1.0134 -0.8002 -0.1650 -0.111
H -1.4786 -0.5536 1.8761 -0.0291 -0.0134 0.0222 0.127
```
Positions in Å, forces in eV/Å.

***

No. 2
This record from the OMol25 dataset describes a molecular structure, C36H58AlAsN2PSSi. The level of theory is ωB97M-V/def2-TZVPD.

Computed properties:
Total charge: +1
F_max (eV Å⁻¹): 3.3
Spin multiplicity: 1
Gap between HOMO and LUMO (Eh): 0.2596
Calculated total energy (hartree): -5023.21304

Geometry as XYZ:
```
101
Properties=species:S:1:pos:R:3:forces:R:3:lowdin_charge:R:1
H -6.4337 -0.9010 14.1269 -0.1861 0.6029 -0.7721 0.077
H -6.5482 -8.9772 15.0712 0.2256 0.1974 -0.6480 0.095
C -3.8812 -4.8639 10.5892 0.9327 0.4398 -0.4717 -0.062
C -7.1340 -3.9112 12.3754 0.8670 -0.0009 0.0880 0.009
H -4.8193 -1.4010 19.2809 -0.1623 -0.0653 -0.3270 0.052
C -10.3578 -4.4977 17.0885 1.9244 -0.5166 0.6031 -0.073
C -6.2949 -8.3294 14.1972 -0.4197 0.6066 1.5676 -0.501
H -6.7551 -1.4192 18.2945 -0.2275 -0.3354 -0.0986 0.056
H -4.2085 -6.4971 12.7240 -0.0926 0.5129 -0.2291 0.109
H -10.0526 -3.4432 17.0203 -0.7538 -0.4938 -0.3653 0.121
C -7.5717 -8.0691 13.4432 -1.4587 -1.0104 0.7094 -0.118
C -11.2783 0.0039 13.5509 -0.8199 -2.6014 -1.8019 -0.036
H -6.2019 -3.3721 10.5062 -0.0108 -0.1986 0.0880 0.119
C -10.3682 -1.1887 13.8419 0.2150 0.7787 0.0132 -0.252
N -7.7409 -4.4710 14.6854 -0.0923 -0.1917 2.0776 -0.030
P -5.7411 -6.6965 15.0787 0.1503 -0.1101 -1.0418 1.061
C -5.6324 -3.9649 21.0185 0.0335 -0.2258 0.2907 -0.148
C -6.9610 -4.6526 13.5646 1.1739 -0.0534 -0.3036 -0.291
C -4.5688 -3.0768 17.7741 0.0592 -0.0719 -0.0576 -0.390
H -13.1665 -10.3307 17.6173 -0.0629 -0.5335 0.1678 0.018
C -10.7240 -2.4999 13.5343 2.0941 -0.6650 1.8012 0.000
H -7.0683 -5.4094 20.0542 0.4814 0.6451 -0.0226 0.079
N -9.2567 -5.3313 17.0816 -1.9745 0.6482 0.3168 -0.041
H -3.0701 -5.4615 11.0285 -0.1923 0.0914 -0.2444 0.076
H -7.8507 -8.9207 12.8031 0.0857 -0.0833 0.5217 0.097
H -6.6937 -0.9483 15.8357 0.3373 -0.3126 -0.0921 0.076
H -8.9357 -10.3770 17.6443 0.8931 -0.0638 0.2215 0.009
H -5.3582 -4.6236 21.8397 0.1347 0.0138 0.1308 0.078
C -11.6258 -4.9715 17.3310 -0.1107 0.7500 -0.0884 -0.054
Si -11.0039 -9.0882 18.0576 -1.4180 1.1452 0.3727 0.570
H -6.0299 -2.3742 14.8681 -0.6348 0.3695 0.4867 0.078
C -9.4023 -6.6456 17.3684 -1.1838 -0.7932 0.2185 -0.621
H -12.1371 -0.1243 14.1785 -0.5108 0.3530 0.6419 0.070
H -6.3610 -3.2529 21.4222 0.2467 -0.4228 -0.2495 0.052
C -3.7685 -7.9667 16.7203 0.2215 1.9847 0.5241 -0.087
H -4.4195 -9.3613 13.7490 -0.1213 0.1218 -0.2980 0.081
C -8.0768 -2.2923 19.7820 1.1507 -0.1657 -0.0208 -0.150
H -11.6226 -8.4499 20.5004 0.2339 -0.0204 -0.3148 0.033
H -2.2849 -5.7691 15.0122 -0.0628 0.1182 0.8251 0.100
H -5.8871 -9.9027 12.9066 0.1969 -0.2053 0.1707 0.089
C -9.8934 -10.2982 17.1901 -0.6648 1.0048 -0.3606 -0.179
H -8.1605 -2.2409 17.5314 0.8139 -0.1684 0.9001 0.058
C -10.3782 -4.9171 13.4855 0.2905 -1.2205 -0.8251 -0.048
H -13.0472 -9.0553 16.4341 0.2777 0.0288 0.9681 0.056
H -3.1853 -1.9525 19.0126 -0.8311 0.3318 -0.5736 0.087
H -13.4894 -8.7188 18.1694 -0.0685 0.0260 -0.1496 0.021
H -3.8650 -3.8904 18.0145 -0.0156 0.4556 -0.3934 0.055
H -4.0654 -7.3629 17.6482 -0.1157 -1.4192 -0.9933 0.091
H -2.7137 -8.2439 16.9002 -0.2590 0.4080 -0.4192 0.088
H -8.7612 0.0803 14.5956 -0.4459 -0.7357 -0.2079 0.130
H -10.7786 0.9057 13.7339 0.4861 1.3710 0.0951 0.050
H -3.5903 -7.5738 14.6698 0.3292 0.1025 -0.6045 0.074
H -3.9623 -0.9215 17.7711 -0.3051 -0.5242 0.3443 0.081
H -12.8508 -6.8445 17.5894 1.2544 1.2741 0.2523 0.109
C -10.6953 -7.2422 17.5847 -0.4672 1.6678 0.0503 -0.186
C -5.0463 -4.8693 11.5059 -0.4429 -1.4031 0.5144 -0.281
H -10.2990 -5.6804 14.2422 -0.1285 -0.3674 0.5186 0.055
H -9.8620 -8.8489 20.2567 -0.4972 -0.0238 0.0767 0.030
H -7.6230 -7.2617 12.7724 0.6304 1.3901 -0.7863 0.057
C -6.1307 -4.8373 19.8659 0.0895 -0.6220 -0.1469 -0.395
C -4.1573 -1.7479 18.4815 1.1679 -0.5579 0.4184 -0.141
C -5.3485 -9.0244 13.2706 0.6232 -0.6018 0.0077 -0.109
H -3.5100 -3.8260 10.5683 0.0708 -0.3358 -0.3359 0.089
Al -7.4606 -5.3690 16.4047 0.7912 0.1069 -1.5659 -0.130
H -4.2632 -8.8969 16.5123 -0.7336 -0.3427 0.5157 0.059
C -6.7697 -1.5408 14.9113 0.3644 -1.1274 1.1203 -0.041
C -6.1477 -4.0448 11.3623 -0.3641 0.4847 0.7578 -0.020
H -9.8138 -5.3872 12.6117 -0.3261 1.0816 0.9483 0.110
C -11.8423 -6.3273 17.5635 1.5553 -2.6186 -0.7507 -0.020
H -8.5014 -3.2620 20.0937 0.2932 0.2644 -0.2339 0.076
H -2.8943 -5.5635 16.7417 0.3630 -0.2650 -0.1947 0.067
H -4.6432 -2.9478 16.6804 0.4056 -0.0790 0.4497 0.044
H -5.1629 -8.4610 12.3636 0.3127 0.3229 -0.0180 0.077
H -11.1011 -10.1426 20.2632 0.1627 0.5864 0.1134 0.037
C -7.4138 -2.2951 18.3794 -1.0225 -0.1556 -0.0263 -0.371
H -3.6780 -4.8137 15.3929 -0.1159 -0.3403 -0.0685 0.062
H -8.8775 -1.5822 19.8320 -0.3259 0.5704 0.0650 0.066
H -4.0310 -5.2066 9.5505 -0.2006 0.1673 0.4573 0.089
C -9.9260 -3.5876 13.9881 0.9171 1.6355 -0.8797 -0.199
H -7.2557 -2.0128 20.4907 -1.2105 -0.0716 -0.4326 0.063
H -12.4043 -4.2162 17.3035 -0.1977 -0.3506 0.0987 0.116
C -5.8483 -5.5716 13.6585 -1.4658 0.0811 0.8707 -0.329
H -8.3773 -7.8922 14.1568 -0.2700 -0.1010 0.0062 0.067
As -6.2954 -3.9054 18.1589 -0.5100 0.4877 -0.4555 1.233
C -10.9036 -9.0868 19.9717 0.3362 -1.0650 -0.7242 -0.172
H -4.7347 -3.4127 20.7228 -0.1038 -0.0571 0.0825 0.066
H -7.8854 -3.0927 12.3194 0.5229 -0.9900 -0.1143 0.130
H -9.8181 -9.9803 16.1460 0.2403 -0.0317 0.0670 0.040
H -11.4244 -4.8477 13.1649 0.2249 -0.1337 0.1414 0.081
H -10.3756 -11.2472 17.1887 -0.3584 -0.9290 0.0786 0.024
C -3.1568 -5.7373 15.6941 0.4896 1.3932 -0.7338 -0.117
S -7.8092 -7.4444 17.3202 -1.2556 0.1200 0.4661 0.717
C -4.9964 -5.7399 12.6320 1.0473 0.9610 -1.6701 -0.070
H -11.5496 -2.7573 12.9339 -1.1252 0.0620 -0.4752 0.101
C -8.6225 -3.3583 14.5975 -1.6566 1.2397 -1.1712 -0.235
H -11.7385 -0.0612 12.5048 0.9821 0.2898 1.2020 0.112
C -12.8477 -9.3072 17.5104 0.7810 0.2239 -0.5489 -0.186
H -5.3829 -5.6442 19.6582 -0.4424 0.6278 0.0462 0.078
C -8.2008 -1.9903 14.7388 -0.9027 -0.8115 -0.9679 -0.212
C -9.1227 -0.9588 14.4319 0.4255 -0.1691 0.2640 -0.014
C -3.9459 -6.9908 15.5036 -0.5812 -1.3866 0.5409 -0.540
```
Positions in Å, forces in eV/Å.